No. 1
Molecular formula: C11H30IO6PSSb
Method: DFT, wB97M-V/def2-TZVPD

Last column: Mulliken charge in e.
Element x y z (Å)
1 O -1.37 -0.24 1.36  -0.30
2 P -2.47 -1.41 1.85  -0.25
3 I -3.42 -2.26 -0.27  -0.22
4 Sb -1.06 -3.48 2.61  0.58
5 S 0.01 -5.52 3.68  -0.51
6 C 0.88 -2.47 2.23  -2.13
7 C 1.09 -2.18 0.75  1.56
8 C 1.07 -3.35 -0.18  -0.73
9 O 2.29 -2.54 0.17  -0.60
10 H -0.64 -0.23 1.99  0.20
11 H -1.06 -4.20 1.03  -0.05
12 H -2.64 -4.20 2.93  -0.11
13 H -1.14 -2.76 4.22  -0.05
14 H 1.17 -5.65 3.03  0.03
15 H 1.68 -3.14 2.50  0.59
16 H 0.98 -1.54 2.80  0.40
17 H 0.64 -1.28 0.37  0.12
18 H 1.49 -4.28 0.15  0.29
19 H 0.80 -3.11 -1.19  0.21
20 C -0.27 5.39 2.31  -0.73
21 O -0.25 4.25 3.15  -0.38
22 C -1.40 4.13 3.97  -0.52
23 C -2.41 3.17 3.40  -0.16
24 O -2.96 3.63 2.17  -0.42
25 C -2.36 3.02 1.04  -0.62
26 H 0.50 5.26 1.55  0.25
27 H -1.24 5.52 1.82  0.33
28 H -0.04 6.30 2.88  0.31
29 H -1.86 5.11 4.13  0.31
30 H -1.06 3.75 4.94  0.38
31 H -3.24 3.07 4.11  0.37
32 H -1.97 2.17 3.27  0.05
33 H -2.73 2.00 0.91  0.26
34 H -1.27 3.00 1.11  0.29
35 H -2.65 3.61 0.16  0.27
36 C 3.26 0.21 -5.26  -0.71
37 O 1.88 0.34 -5.57  -0.38
38 C 1.22 -0.89 -5.76  -0.50
39 C 0.47 -1.34 -4.53  -0.55
40 O 1.33 -1.62 -3.45  -0.35
41 C 1.41 -0.57 -2.50  -0.83
42 H 3.60 1.17 -4.87  0.25
43 H 3.43 -0.56 -4.50  0.31
44 H 3.84 -0.04 -6.16  0.32
45 H 1.94 -1.67 -6.06  0.32
46 H 0.51 -0.76 -6.58  0.37
47 H -0.06 -2.27 -4.77  0.38
48 H -0.28 -0.59 -4.25  0.35
49 H 0.52 -0.57 -1.86  0.20
50 H 1.51 0.41 -2.98  0.48
51 H 2.29 -0.75 -1.87  0.31

**Total charge**: -1
**HOMO level**: -4.18 eV
**Molar mass**: 570.06 g mol⁻¹
**2S+1**: 1


No. 2
Molecular formula: C11H30MgN2OP2S2SbSe4
Method: DFT, wB97M-V/def2-TZVPD

Last column: Mulliken charge in e.
Element x y z (Å)
1 Mg -1.26 -0.74 1.34  1.02
2 C -2.66 -3.19 -1.11  -1.28
3 P -1.32 -1.96 -1.14  0.97
4 C -1.75 -0.96 -2.61  -1.31
5 C 0.05 -3.04 -1.77  -1.24
6 C 1.15 -2.38 -2.60  -1.19
7 P 1.93 -0.90 -1.84  0.74
8 C 3.40 -0.76 -2.94  -1.47
9 C 2.73 -1.65 -0.37  -1.05
10 H -2.74 -3.67 -2.09  0.47
11 H -3.59 -2.67 -0.86  0.22
12 H -2.46 -3.93 -0.34  0.36
13 H -1.92 -1.60 -3.48  0.42
14 H -0.97 -0.24 -2.83  0.29
15 H -2.68 -0.43 -2.37  0.28
16 H -0.42 -3.82 -2.37  0.54
17 H 0.48 -3.54 -0.90  0.39
18 H 0.74 -2.06 -3.56  0.39
19 H 1.93 -3.12 -2.83  0.60
20 H 3.96 -1.70 -3.00  0.39
21 H 4.06 0.02 -2.58  0.36
22 H 3.08 -0.48 -3.95  0.39
23 H 3.25 -2.58 -0.62  0.43
24 H 1.99 -1.84 0.41  -0.04
25 H 3.45 -0.94 0.05  0.38
26 Se -3.10 -2.32 2.26  -0.78
27 Sb -4.76 -0.41 1.88  0.14
28 Se -2.85 1.42 1.70  -0.23
29 Se -2.13 2.43 3.72  -0.79
30 Se -4.99 -0.29 -0.56  -0.70
31 N -1.20 -0.74 4.55  -0.18
32 C -0.02 -0.66 3.97  0.23
33 N 0.69 0.47 4.19  -0.39
34 S 0.60 -1.90 2.96  -0.36
35 H -1.65 0.14 4.82  0.18
36 H -1.83 -1.48 4.21  0.15
37 H 0.11 1.31 4.30  0.17
38 H 1.48 0.55 3.57  0.25
39 C 1.87 4.25 1.04  -1.39
40 C 1.02 3.08 1.50  -0.04
41 S 1.16 1.68 0.38  0.17
42 O 0.20 0.66 0.94  -0.14
43 C 0.39 2.38 -1.10  0.39
44 C -0.86 3.23 -0.91  -0.97
45 H 1.82 5.05 1.78  0.41
46 H 1.54 4.65 0.09  0.29
47 H 2.92 3.96 0.94  0.32
48 H -0.04 3.31 1.63  0.19
49 H 1.37 2.69 2.45  0.35
50 H 0.19 1.49 -1.69  -0.52
51 H 1.20 2.92 -1.61  0.51
52 H -1.58 2.73 -0.27  -0.01
53 H -1.33 3.38 -1.88  0.44
54 H -0.63 4.21 -0.49  0.27

**Total charge**: -1
**HOMO level**: -3.67 eV
**Molar mass**: 794.36 g mol⁻¹
**Relative energy (zero: lowest compared OMol25 entry of this formula, charge and spin)**: 71.16 kJ/mol
**2S+1**: 1


No. 3
Molecular formula: C11H31CrO13
Method: DFT, wB97M-V/def2-TZVPD

Last column: Mulliken charge in e.
Element x y z (Å)
1 Cr 0.69 4.51 -0.50  1.24
2 O 0.98 0.37 -0.12  -0.23
3 C 0.47 1.58 0.04  0.71
4 O -0.68 1.72 0.44  -0.59
5 O 1.18 2.63 -0.16  -0.66
6 H 0.35 -0.31 0.19  0.13
7 C -3.97 -0.55 -1.50  -0.32
8 C -5.35 -0.15 -1.02  -0.60
9 O -5.33 1.14 -0.41  -0.47
10 O -3.08 -0.59 -0.39  -0.37
11 H -3.64 0.24 -2.20  0.22
12 H -3.86 -1.48 -2.06  0.34
13 H -5.73 -0.95 -0.38  0.26
14 H -5.94 -0.14 -1.95  0.39
15 H -5.94 1.66 -0.93  0.31
16 H -2.23 -0.97 -0.60  0.26
17 C 3.96 -0.28 2.73  -0.61
18 C 3.23 -1.13 1.72  0.18
19 O 3.48 -0.73 0.38  -0.58
20 O 3.54 1.06 2.70  -0.50
21 H 5.03 -0.34 2.50  0.32
22 H 3.86 -0.71 3.73  0.36
23 H 2.13 -1.14 1.86  -0.19
24 H 3.48 -2.19 1.86  0.37
25 H 2.69 -0.24 0.09  0.46
26 H 3.90 1.46 1.91  0.29
27 C 2.22 3.15 -3.11  -0.17
28 C 1.45 2.14 -3.89  -0.27
29 O 1.07 2.73 -5.15  -0.54
30 O 1.32 4.26 -2.71  -0.51
31 H 3.05 3.53 -3.69  0.37
32 H 2.61 2.78 -2.16  0.18
33 H 0.53 1.81 -3.38  0.20
34 H 2.06 1.25 -4.09  0.36
35 H 0.51 2.08 -5.60  0.32
36 H 1.20 4.81 -3.50  0.30
37 C 0.19 -4.32 -0.69  -0.52
38 C -0.95 -3.34 -0.53  -0.30
39 O -0.57 -2.06 -1.02  -0.35
40 O 0.54 -4.52 -2.04  -0.50
41 H -0.07 -5.25 -0.15  0.34
42 H 1.06 -3.95 -0.14  0.25
43 H -1.20 -3.21 0.52  0.21
44 H -1.83 -3.74 -1.05  0.33
45 H -0.29 -2.11 -1.94  0.23
46 H -0.25 -4.83 -2.50  0.35
47 C -0.18 1.12 4.02  -0.05
48 C -0.54 -0.31 3.73  -0.54
49 O -1.36 -0.45 2.59  -0.41
50 O -1.27 1.89 4.52  -0.53
51 H 0.16 1.56 3.06  -0.14
52 H 0.68 1.10 4.70  0.41
53 H -1.03 -0.72 4.63  0.42
54 H 0.38 -0.92 3.70  0.29
55 H -1.80 -1.31 2.65  0.26
56 H -0.92 2.37 5.27  0.33

**Total charge**: +1
**HOMO level (spin up / spin down)**: -11.54 / -11.54 eV
**⟨S²⟩**: 6.050
**Molar mass**: 423.35 g mol⁻¹
**2S+1**: 5


No. 4
Molecular formula: C11H31IO2P
Method: DFT, wB97M-V/def2-TZVPD

Last column: Mulliken charge in e.
Element x y z (Å)
1 C -2.96 -1.21 1.71  -1.20
2 C -2.37 -0.40 0.55  -0.30
3 I -4.05 0.32 -0.67  -0.15
4 C -1.29 -1.11 -0.20  -0.48
5 P -1.69 -2.48 -1.54  -0.12
6 H -2.24 -1.99 2.00  0.26
7 H -3.15 -0.57 2.57  0.34
8 H -3.90 -1.71 1.46  0.45
9 H -2.02 0.57 0.90  0.56
10 H -0.63 -0.37 -0.67  -0.08
11 H -0.70 -1.65 0.55  0.04
12 H -2.25 -1.38 -2.38  -0.15
13 H -0.33 -2.23 -2.12  -0.07
14 H -1.14 -3.55 -0.67  -0.05
15 H -3.04 -2.66 -0.91  -0.08
16 H -2.00 -3.48 -2.59  0.08
17 C 0.73 -0.29 3.63  -0.85
18 C 1.41 -1.64 3.74  -0.40
19 O 1.99 -2.10 2.53  -0.43
20 C 2.89 -1.22 1.90  -0.20
21 C 4.11 -0.88 2.74  -1.14
22 H 0.03 -0.27 2.80  0.09
23 H 0.18 -0.08 4.55  0.40
24 H 1.45 0.53 3.49  0.30
25 H 0.68 -2.41 3.99  0.35
26 H 2.16 -1.61 4.54  0.33
27 H 2.39 -0.31 1.58  0.23
28 H 3.19 -1.75 0.99  0.38
29 H 3.86 -0.27 3.61  0.26
30 H 4.83 -0.32 2.13  0.41
31 H 4.60 -1.80 3.09  0.28
32 C -0.60 3.99 -1.79  -1.04
33 C 0.68 3.22 -2.05  -0.33
34 O 0.51 1.82 -2.07  -0.38
35 C -0.35 1.32 -3.09  0.21
36 C 0.17 1.57 -4.50  -1.31
37 H -1.10 3.61 -0.89  0.24
38 H -0.37 5.05 -1.63  0.40
39 H -1.30 3.93 -2.62  0.27
40 H 1.39 3.40 -1.24  0.31
41 H 1.15 3.58 -2.98  0.31
42 H -1.36 1.75 -2.97  0.24
43 H -0.44 0.25 -2.90  0.02
44 H 0.19 2.63 -4.77  0.31
45 H -0.47 1.05 -5.21  0.40
46 H 1.18 1.17 -4.59  0.30

**Total charge**: -1
**HOMO level**: -3.21 eV
**Molar mass**: 353.24 g mol⁻¹
**2S+1**: 1